DFT (wB97M-V/def2-TZVPD) results for C34H53BrN2P2Pb as an isolated structure at a distorted geometry.

Its HOMO-LUMO gap (spin up / spin down) is 4.462 / 5.196 eV. Its total charge is +4. The value obtained for the energy above the lowest of the compared OMol25 structures with the same formula, charge and spin is 0.0 kcal per mole.

Last column: Mulliken charge in e.
Geometry (Å):
N  -7.093  5.473  -6.638  0.052
C  -6.910  6.072  -5.454  -0.364
C  -6.049  5.575  -4.462  -0.426
C  -5.358  4.357  -4.697  0.955
C  -5.648  3.690  -5.911  -0.371
C  -6.470  4.309  -6.860  -0.410
C  -4.387  3.809  -3.754  -0.302
Pb  0.594  1.385  -0.082  0.822
P  5.559  -0.763  -1.032  0.234
C  -3.595  2.746  -4.073  -0.822
C  -2.807  1.995  -3.136  1.097
C  -1.684  1.291  -3.619  -0.637
C  -0.824  0.614  -2.764  -1.756
C  -1.170  0.556  -1.384  1.654
C  -2.235  1.331  -0.859  -1.270
C  -3.067  2.017  -1.759  -1.012
Br  1.292  -1.275  0.960  -0.335
H  -4.309  4.328  -2.789  0.374
H  -3.518  2.504  -5.130  0.346
H  -5.874  6.137  -3.551  0.420
H  -5.204  2.725  -6.148  0.392
H  -7.455  7.011  -5.287  0.405
H  -6.612  3.837  -7.841  0.404
H  -1.456  1.344  -4.680  0.496
H  -3.919  2.592  -1.386  0.355
H  0.093  0.122  -3.148  1.047
H  -2.421  1.381  0.226  0.311
P  -0.587  -2.025  -0.933  1.068
C  5.188  1.010  -0.856  0.004
C  6.384  1.870  -1.299  -1.283
H  4.969  1.193  0.206  0.173
H  4.298  1.231  -1.463  0.239
H  6.270  2.894  -0.938  0.375
H  7.328  1.486  -0.900  0.400
H  6.480  1.927  -2.386  0.353
C  5.018  -1.259  -2.706  0.123
C  5.825  -2.402  -3.339  -1.270
H  5.149  -0.356  -3.323  0.422
H  3.946  -1.507  -2.658  -0.176
H  5.556  -2.499  -4.396  0.393
H  6.901  -2.206  -3.295  0.393
H  5.634  -3.373  -2.873  0.342
C  4.736  -1.809  0.213  0.907
C  5.602  -2.013  1.459  -1.352
H  4.552  -2.787  -0.256  0.434
H  3.769  -1.348  0.464  -0.903
H  5.120  -2.698  2.162  0.388
H  6.569  -2.448  1.190  0.410
H  5.792  -1.079  1.996  0.339
C  -0.590  -3.578  0.120  -0.583
C  -1.763  -4.541  0.124  -1.355
H  -0.456  -3.223  1.154  0.376
H  0.330  -4.114  -0.155  0.711
H  -2.662  -4.082  0.550  0.262
H  -1.983  -4.944  -0.870  0.346
H  -1.482  -5.377  0.779  0.414
C  0.570  -2.537  -2.288  0.083
C  0.069  -2.459  -3.726  -1.415
H  0.838  -3.572  -2.037  0.618
H  1.474  -1.923  -2.164  -0.329
H  -0.745  -3.172  -3.914  0.358
H  -0.284  -1.459  -3.998  0.401
H  0.902  -2.699  -4.402  0.431
C  -2.190  -2.122  -1.788  -1.218
C  -3.374  -1.678  -0.944  -1.113
H  -2.280  -3.152  -2.153  0.718
H  -2.094  -1.454  -2.649  0.522
H  -4.191  -1.359  -1.605  0.343
H  -3.738  -2.468  -0.279  0.296
H  -3.142  -0.800  -0.337  0.236
C  1.683  0.396  4.546  -0.537
N  1.532  1.852  4.283  -0.116
C  2.832  2.575  4.357  -0.849
C  0.833  2.207  2.982  -0.762
C  -0.445  1.431  2.916  0.344
C  -1.277  1.417  4.045  -0.674
C  -2.282  0.444  4.134  -0.801
C  -2.459  -0.500  3.115  -1.356
C  -1.713  -0.362  1.930  0.282
C  -0.780  0.642  1.822  0.024
H  1.932  -0.145  3.621  0.146
H  0.752  0.001  4.962  0.286
H  2.487  0.280  5.283  0.386
H  0.914  2.213  5.028  0.395
H  3.470  2.211  3.550  0.389
H  2.636  3.639  4.232  0.354
H  3.282  2.373  5.330  0.368
H  0.667  3.294  3.004  0.363
H  1.584  2.030  2.188  0.001
H  -1.119  2.139  4.849  0.453
H  -2.922  0.410  5.028  0.419
H  -3.172  -1.323  3.206  0.534
H  -1.870  -1.074  1.110  0.815